Record 1
{"formula": "C8H10AlO5P", "method": "ωB97M-V/def2-TZVPD", "homo_energy_ev": [-16.977, -16.081], "mol_weight_g_mol": 244.119, "e_tot_ha": -1269.94966, "charge": 2, "orbital_gap_ev": [6.93, 6.25], "elements": ["O", "C", "Al", "C", "O", "C", "O", "C", "O", "C", "O", "H", "C", "P", "C", "C", "H", "H", "H", "H", "H", "H", "H", "H", "H"], "positions_angstrom": [[-4.15430, -2.69089, -1.05714], [-3.61006, -1.84671, -0.53248], [0.78170, 0.54265, -0.33747], [2.39061, 1.58125, 0.60689], [3.16758, 2.30507, 1.08492], [1.82347, -2.51869, 0.51758], [2.41434, -2.87417, -0.41406], [-0.46116, 1.80932, -2.10524], [-0.89135, 2.12342, -3.13044], [0.97905, -1.57569, 1.16257], [0.55866, -1.92458, 2.27758], [0.76496, 1.71573, -1.92376], [-2.50398, 1.74835, 0.15654], [-0.97831, 1.21781, 0.95780], [-0.58105, 2.58751, 2.00143], [-1.69392, 0.04738, 2.17310], [-2.29368, 2.16233, -0.83121], [-3.00031, 2.52798, 0.74542], [-3.21357, 0.92558, 0.02686], [-1.43303, 2.92101, 2.59375], [0.20829, 2.33657, 2.70139], [-0.24607, 3.43509, 1.41453], [-2.09183, 0.59127, 3.02342], [-2.48853, -0.54732, 1.73079], [-0.94554, -0.63469, 2.56209]]}

=====

Record 2
{"formula": "C34H64BN10Pd", "method": "ωB97M-V/def2-TZVPD", "s_squared": 2.005, "multiplicity": 3, "homo_energy_ev": [-10.412, -10.415], "mol_weight_g_mol": 730.188, "e_tot_ha": -2034.10480, "charge": 1, "orbital_gap_ev": [8.86, 6.01], "elements": ["Pd", "C", "C", "C", "C", "N", "N", "B", "N", "N", "C", "C", "C", "C", "C", "C", "C", "C", "N", "N", "C", "C", "C", "C", "C", "C", "C", "C", "C", "C", "C", "C", "H", "H", "H", "H", "H", "H", "H", "H", "H", "H", "H", "H", "H", "H", "H", "H", "H", "H", "H", "H", "H", "H", "H", "H", "H", "H", "H", "H", "H", "H", "H", "H", "H", "H", "H", "H", "H", "H", "H", "H", "C", "C", "N", "C", "C", "N", "C", "C", "H", "H", "H", "H", "H", "H", "H", "H", "H", "H", "H", "H", "C", "C", "C", "C", "N", "N", "H", "H", "H", "H", "H", "H", "H", "H", "H", "H", "H", "H"], "positions_angstrom": [[0.36388, -0.35546, 0.08935], [5.35744, 1.99919, 0.04479], [4.45536, 0.80651, 0.08196], [4.79287, -0.53073, 0.11410], [3.58123, -1.23207, 0.16108], [2.56975, -0.36249, 0.13130], [3.11201, 0.88830, 0.09730], [2.25529, 2.16951, 0.08633], [1.37454, 2.18868, -1.17973], [0.73243, 1.06716, -1.60356], [0.23505, 1.33513, -2.81817], [0.56215, 2.65425, -3.16459], [1.28525, 3.15947, -2.10746], [1.91492, 4.50807, -1.96259], [-0.42425, 0.33180, -3.73537], [-1.73695, 0.89716, -4.29210], [-0.70449, -0.98295, -3.02765], [0.54627, 0.07357, -4.90081], [1.37036, 2.21585, 1.34715], [0.68060, 1.11724, 1.75606], [0.15638, 1.40514, 2.95432], [0.49834, 2.72164, 3.29607], [1.27927, 3.19504, 2.26487], [1.94807, 4.52575, 2.13133], [-0.62346, 0.45200, 3.83051], [-2.08920, 0.90530, 3.92357], [-0.56894, -0.96903, 3.29795], [0.00438, 0.47475, 5.22926], [3.37889, -2.72128, 0.27886], [2.48322, -3.21769, -0.86095], [2.73883, -3.01438, 1.64236], [4.72889, -3.42952, 0.19884], [6.39237, 1.66344, 0.04403], [5.20673, 2.64376, 0.91354], [5.19173, 2.60252, -0.85029], [5.79211, -0.94066, 0.12026], [2.96490, 3.13231, 0.07423], [0.32671, 3.17136, -4.08361], [1.65386, 5.11928, -2.82352], [3.00262, 4.43649, -1.90909], [1.57354, 5.02014, -1.06155], [-2.52152, 0.93187, -3.53010], [-2.09530, 0.26558, -5.10818], [-1.60421, 1.90828, -4.68191], [-1.22229, -0.81814, -2.08272], [0.21657, -1.53831, -2.82935], [-1.34975, -1.60355, -3.65239], [0.72983, 0.98845, -5.46875], [0.12419, -0.67198, -5.58105], [1.50626, -0.29676, -4.53164], [0.24660, 3.25271, 4.20234], [1.68981, 5.14324, 2.98826], [1.63343, 5.04677, 1.22607], [3.03438, 4.42689, 2.09442], [-2.63497, 0.70466, 2.99461], [-2.16180, 1.97380, 4.13685], [-2.59751, 0.36340, 4.72428], [-0.78934, -0.99139, 2.23487], [-1.32037, -1.58594, 3.79551], [0.41413, -1.41934, 3.45872], [-0.07842, 1.46377, 5.68645], [1.06264, 0.20666, 5.18523], [-0.50847, -0.24044, 5.87802], [1.50632, -2.74439, -0.82610], [2.34503, -4.30056, -0.78977], [2.93449, -2.99392, -1.83174], [1.77242, -2.52259, 1.73426], [3.37893, -2.64873, 2.45030], [2.59811, -4.09056, 1.77844], [5.23011, -3.22257, -0.75017], [4.58230, -4.50874, 0.27590], [5.38907, -3.11996, 1.01308], [-2.45574, -2.27167, 0.16678], [-3.50608, -3.41517, 0.22843], [-2.84925, -4.71825, 0.12889], [-2.14189, -4.79742, -1.14776], [-1.10374, -3.64292, -1.27223], [-1.08864, -2.82378, -0.03253], [-0.76938, -3.76101, 1.07793], [-1.87481, -4.84689, 1.21020], [-2.46414, -1.68360, 1.08307], [-2.67046, -1.58906, -0.65238], [-4.22390, -3.32768, -0.58806], [-4.06442, -3.37842, 1.16449], [-2.87589, -4.74435, -1.95259], [-1.65268, -5.77078, -1.21158], [-1.35107, -2.99879, -2.10771], [-0.10143, -4.03268, -1.43372], [-0.66528, -3.20470, 1.99907], [0.19396, -4.21403, 0.85267], [-2.40208, -4.75387, 2.16081], [-1.44064, -5.84670, 1.17064], [-4.81507, 1.87164, -1.41944], [-3.57908, 2.16544, -0.57971], [-3.98697, 2.57647, 0.83138], [-2.75217, 3.27435, -1.23778], [-2.84468, 0.87883, -0.50923], [-1.59090, 0.97235, 0.15499], [-5.45763, 2.75239, -1.47023], [-5.38381, 1.04690, -0.98358], [-4.53782, 1.59818, -2.44416], [-4.66266, 3.43257, 0.78920], [-3.12442, 2.87436, 1.43773], [-4.50413, 1.75242, 1.33255], [-3.36318, 4.17037, -1.36638], [-2.39302, 2.96292, -2.22340], [-1.88735, 3.56450, -0.63197], [-2.64200, 0.56697, -1.45130], [-1.76837, 1.08329, 1.14304], [-1.07275, 1.79501, -0.13822]]}

=====

Record 3
{"formula": "C9H14N4", "method": "ωB97M-V/def2-TZVPD", "homo_energy_ev": -8.253, "mol_weight_g_mol": 178.239, "e_tot_ha": -570.31594, "smiles": "CN(C)/C=C1\\CCCN\\C1=N\\C#N", "orbital_gap_ev": 8.81, "elements": ["C", "N", "C", "C", "C", "C", "C", "C", "N", "C", "N", "C", "N", "H", "H", "H", "H", "H", "H", "H", "H", "H", "H", "H", "H", "H", "H"], "positions_angstrom": [[-2.82367, -1.41622, 1.06189], [-1.81676, -0.33270, 0.91517], [-2.22223, 1.00090, 1.36250], [-0.46344, -0.69346, 0.87288], [0.44654, -0.08589, 0.04119], [0.10186, 1.02387, -0.94157], [0.73219, 0.71518, -2.30436], [2.25633, 0.63022, -2.11371], [2.53172, -0.47416, -1.17669], [1.85935, -0.55519, 0.00111], [2.63807, -1.05247, 0.93010], [2.20608, -1.00239, 2.20099], [1.78813, -0.99636, 3.28096], [-2.73912, -1.85085, 2.05072], [-2.67605, -2.21834, 0.33561], [-3.85911, -1.04910, 0.92728], [-3.06814, 1.35898, 0.69879], [-2.50360, 1.05159, 2.38840], [-1.43268, 1.73020, 1.22390], [-0.15274, -1.60690, 1.40683], [0.48833, 1.96752, -0.51737], [-0.98333, 1.15457, -1.07601], [0.37134, -0.23879, -2.75866], [0.41740, 1.53456, -2.98546], [2.78423, 0.49771, -3.08203], [2.57995, 1.59441, -1.68087], [3.53934, -0.68692, -1.06157]]}